Density functional theory data (ωB97M-V/def2-TZVPD) for a molecular structure, C41H48HfN5Se.

Element x y z (Å)
Hf: 0.1037 0.0525 -0.3612
C: -5.6017 0.5578 2.0290
C: -5.3616 1.0027 0.5829
C: -3.9236 1.3193 0.3427
C: -3.2960 2.5214 0.5476
C: -3.9203 3.7965 1.0003
C: -4.2506 4.6966 -0.1968
C: -1.9104 2.3454 0.1866
N: -1.7240 1.0686 -0.2840
C: -2.9268 0.4127 -0.1699
C: -3.1443 -0.8916 -0.6058
C: -2.2480 -1.6809 -1.3206
C: -2.5946 -2.8405 -2.1040
C: -3.9422 -3.4759 -2.1291
C: -4.9108 -2.6568 -2.9833
C: -1.4810 -3.1673 -2.8337
C: -0.4242 -2.2793 -2.4113
C: 0.9180 -2.4102 -2.7486
C: 1.9727 -1.6483 -2.2620
N: 1.8120 -0.5594 -1.4434
C: 3.0725 -0.1047 -1.1455
C: 3.3257 1.0874 -0.4797
C: 2.3919 2.0654 -0.1484
N: 1.0327 1.9270 -0.2666
C: 0.4644 3.1080 0.1525
C: -0.9013 3.2932 0.3494
C: 1.5088 4.0587 0.4585
C: 2.7014 3.3972 0.3006
C: 4.0880 3.9126 0.4717
C: 4.6103 4.5133 -0.8364
C: 1.3094 5.4774 0.8770
C: 0.8777 6.3810 -0.2858
C: 4.0634 -0.9607 -1.7513
C: 3.3778 -1.8933 -2.4865
C: 3.9364 -2.9808 -3.3405
C: 3.5517 -2.8509 -4.8238
C: 5.5366 -0.7818 -1.5874
C: 6.0806 0.3269 -2.4951
N: -0.9249 -1.3637 -1.5184
C: -1.3882 -4.1049 -3.9863
C: -1.5859 -3.2998 -5.2758
H: -6.6509 0.3172 2.1738
H: -5.3350 1.3502 2.7229
H: -5.0032 -0.3173 2.2685
H: -5.9551 1.8963 0.3794
H: -5.6871 0.2155 -0.1007
H: -3.2450 4.3182 1.6816
H: -4.8427 3.5792 1.5394
H: -3.3536 4.9465 -0.7587
H: -4.7172 5.6168 0.1483
H: -4.9434 4.2014 -0.8740
H: -4.1358 -1.2949 -0.4619
H: -4.3306 -3.5648 -1.1114
H: -3.8540 -4.4814 -2.5406
H: -5.0117 -1.6498 -2.5864
H: -5.8895 -3.1273 -3.0021
H: -4.5397 -2.5788 -4.0020
H: 1.1728 -3.2176 -3.4164
H: 4.3608 1.3127 -0.2743
H: -1.2095 4.2577 0.7304
H: 4.7586 3.1104 0.7884
H: 4.0947 4.6745 1.2509
H: 4.5805 3.7798 -1.6406
H: 5.6344 4.8505 -0.7059
H: 4.0025 5.3637 -1.1296
H: 2.2484 5.8575 1.2817
H: 0.5591 5.5404 1.6697
H: 1.6319 6.3945 -1.0697
H: 0.7445 7.3993 0.0748
H: -0.0597 6.0455 -0.7240
H: 3.6047 -3.9476 -2.9573
H: 5.0216 -2.9592 -3.2598
H: 2.6384 -3.3918 -5.0640
H: 4.3372 -3.2608 -5.4551
H: 3.4068 -1.8063 -5.0952
H: 6.0394 -1.7208 -1.8225
H: 5.7599 -0.5348 -0.5457
H: 5.8108 0.1423 -3.5325
H: 7.1649 0.3692 -2.4225
H: 5.6794 1.2969 -2.2095
H: -2.1635 -4.8656 -3.9074
H: -0.4238 -4.6134 -4.0158
H: -2.5616 -2.8226 -5.2739
H: -1.5151 -3.9386 -6.1505
H: -0.8385 -2.5148 -5.3555
Se: 0.1210 -0.1581 2.1839
C: 1.3104 -1.5170 1.4881
C: 2.6840 -1.4992 1.7102
C: 3.4446 -2.5224 1.1597
N: 2.9405 -3.4995 0.4254
C: 1.6339 -3.5299 0.2340
C: 0.7657 -2.5731 0.7454
H: 3.1312 -0.7306 2.3250
H: 4.5125 -2.5632 1.3234
H: 1.2598 -4.3618 -0.3490
H: -0.3131 -2.6989 0.6807

relative energy (zero: lowest compared OMol25 entry of this formula, charge and spin) = 71.2 kJ/mol
E_tot = -4314.36737 Ha
net charge = +1
LUMO energy = -4.121 eV

---

Density functional theory data (ωB97M-V/def2-TZVPD) for a molecular structure, C41H48IN7O6PbSSi.

Element x y z (Å)
Pb: 0.7264 -0.8181 -1.0718
N: 1.3924 1.4741 -2.5343
N: 2.6309 1.5537 -3.1593
C: 3.6103 0.6986 -2.8321
N: 4.8506 0.9616 -3.2898
S: 3.3936 -0.6765 -1.8927
H: 0.6397 1.8471 -3.1018
H: 1.3780 1.9009 -1.6070
H: 2.8893 2.4100 -3.6458
H: 5.0594 1.7221 -3.9120
H: 5.5575 0.2762 -3.0947
C: -3.0829 -5.2800 1.8331
C: -2.8918 -4.3709 0.6169
C: -3.2739 -2.9472 0.9127
C: -4.6228 -2.6334 0.9513
C: -5.0557 -1.3359 1.1750
C: -4.1264 -0.3296 1.3802
C: -2.7701 -0.5994 1.3669
C: -1.7940 0.4481 1.7976
C: -1.5106 0.2658 3.2924
C: -2.3212 -1.9150 1.1088
N: -0.9835 -2.1185 0.9352
C: -0.3272 -3.1289 1.3980
C: 0.9250 -3.5232 0.8997
C: 1.6433 -4.6984 1.2254
C: 2.6946 -4.7667 0.3385
C: 2.5980 -3.6193 -0.4718
N: 1.5423 -2.8824 -0.1454
H: -2.7023 -6.2753 1.6157
H: -4.1369 -5.3566 2.0868
H: -2.5571 -4.8922 2.7021
H: -3.5288 -4.7472 -0.1856
H: -1.8551 -4.4286 0.2788
H: -5.3426 -3.4173 0.7712
H: -6.1121 -1.1096 1.1908
H: -4.4549 0.6860 1.5428
H: -2.2235 1.4315 1.6069
H: -0.8548 0.3717 1.2467
H: -2.4432 0.1920 3.8492
H: -0.9485 1.1146 3.6687
H: -0.9366 -0.6439 3.4582
H: -0.7250 -3.7220 2.2263
H: 1.3742 -5.3952 1.9979
H: 3.4307 -5.5435 0.2601
H: 3.2572 -3.3165 -1.2629
O: -6.2248 -3.6425 -1.6385
C: -5.7710 -3.0414 -2.5820
O: -6.0667 -2.7442 -3.7160
C: -4.2668 -2.4973 -2.2670
C: -3.2223 -3.3806 -2.4473
C: -1.9357 -2.9098 -2.2288
N: -1.7258 -1.6443 -1.9323
C: -2.7217 -0.8097 -1.7855
C: -4.0551 -1.1859 -1.9212
C: -2.3786 0.7454 -1.6153
O: -3.2219 1.4158 -1.0650
O: -1.2934 1.0124 -2.1424
H: -3.3997 -4.4028 -2.7374
H: -1.0649 -3.5422 -2.3169
H: -4.8352 -0.4606 -1.7665
N: 0.7008 -2.4148 -5.7388
C: 0.3920 -1.7726 -4.5993
O: 0.8676 -2.1041 -3.5298
C: -0.5723 -0.6261 -4.7442
I: 0.3221 0.9001 -5.9501
H: 1.3465 -3.1873 -5.7043
H: 0.3206 -2.1482 -6.6298
H: -0.7866 -0.1874 -3.7702
H: -1.4892 -0.9324 -5.2437
C: 4.1222 0.8498 1.8423
C: 2.9828 1.5036 2.6063
C: 2.2290 0.4457 3.3901
C: 3.5345 2.5956 3.5075
Si: 1.7469 2.2179 1.2500
O: 1.3995 1.0391 0.2886
C: 2.7387 3.6415 0.4448
C: 2.5461 4.9608 0.8407
C: 3.2243 5.9990 0.2293
C: 4.1189 5.7328 -0.7946
C: 4.3419 4.4240 -1.1860
C: 3.6560 3.3940 -0.5684
C: 0.2145 3.1200 1.9202
C: -0.0044 3.5279 3.2287
C: -1.1407 4.2374 3.5796
C: -2.0870 4.5501 2.6208
C: -1.8944 4.1378 1.3128
C: -0.7548 3.4333 0.9710
H: 4.8102 0.3696 2.5391
H: 4.6840 1.5852 1.2729
H: 3.7456 0.0907 1.1633
H: 2.8999 -0.0422 4.0984
H: 1.8390 -0.3093 2.7124
H: 1.4008 0.8748 3.9461
H: 4.2774 2.1780 4.1913
H: 2.7552 3.0497 4.1138
H: 4.0167 3.3772 2.9212
H: 1.8585 5.1724 1.6454
H: 3.0556 7.0178 0.5507
H: 4.6447 6.5420 -1.2793
H: 5.0657 4.2103 -1.9605
H: 3.8365 2.3695 -0.8605
H: 0.7191 3.2946 3.9969
H: -1.2845 4.5478 4.6048
H: -2.9728 5.1052 2.8925
H: -2.6360 4.3519 0.5583
H: -0.6183 3.1001 -0.0471

relative energy (zero: lowest compared OMol25 entry of this formula, charge and spin) = 196.7 kJ/mol
E_tot = -3604.13902 Ha
LUMO energy (alpha / beta) = -3.203 / -3.454 eV